1.
61
Properties=species:S:1:pos:R:3:forces:R:3 method="wB97M-V/def2-TZVPD" relative_energy_kcal_mol=43.5 e_homo_ev=-7.30 gap_ev=7.820 smiles="CCOc1ccc2ccccc2c1C(=O)NC[C@@H](c1ccc(N(C)C)cc1)N(C)C" e_tot_ev=-34993.570 charge=0
C -1.665 -3.492 -2.466 0.163 -0.070 0.397
C -1.373 -4.171 -1.130 -0.198 -0.190 -0.437
O -0.910 -3.264 -0.150 0.276 0.120 0.099
C 0.390 -2.841 -0.145 0.041 0.355 0.464
C 1.360 -3.292 -1.059 0.070 -0.134 -0.195
C 2.641 -2.823 -0.997 -0.194 -0.067 -0.001
C 3.035 -1.902 -0.010 -0.215 0.084 0.207
C 4.356 -1.410 0.056 0.182 0.141 0.086
C 4.726 -0.532 1.034 0.165 -0.147 -0.236
C 3.788 -0.120 1.994 -0.237 -0.031 0.073
C 2.499 -0.572 1.952 0.193 0.213 0.236
C 2.077 -1.469 0.945 0.150 -0.174 -0.282
C 0.741 -1.934 0.846 -0.140 -0.411 -0.247
C -0.291 -1.425 1.808 -0.299 -0.077 -0.399
O -0.131 -1.377 3.014 0.170 0.029 0.336
N -1.408 -0.976 1.200 -0.304 0.067 -0.032
C -2.448 -0.255 1.888 -0.086 0.171 0.156
C -2.754 1.119 1.227 0.071 0.003 0.119
C -1.487 1.759 0.693 -0.118 0.172 0.007
C -0.314 1.733 1.440 -0.064 0.123 -0.195
C 0.860 2.268 0.956 0.095 0.008 0.085
C 0.920 2.870 -0.307 -0.184 0.093 0.034
N 2.101 3.401 -0.781 0.226 0.121 -0.138
C 3.346 2.967 -0.189 -0.036 -0.057 0.148
C 2.157 3.942 -2.116 -0.127 -0.011 -0.005
C -0.276 2.945 -1.030 0.199 0.091 -0.164
C -1.448 2.408 -0.533 -0.030 -0.123 0.210
N -3.792 1.071 0.205 -0.063 0.055 -0.005
C -5.134 1.038 0.737 0.039 0.020 -0.021
C -3.606 0.062 -0.816 -0.068 0.139 0.031
H -2.051 -4.223 -3.171 -0.048 -0.061 -0.112
H -2.408 -2.709 -2.330 -0.081 0.065 -0.007
H -0.766 -3.043 -2.881 0.049 0.028 -0.082
H -2.300 -4.569 -0.708 0.169 -0.023 -0.062
H -0.672 -5.005 -1.257 -0.068 0.061 0.078
H 1.101 -4.008 -1.822 -0.042 -0.043 -0.057
H 3.374 -3.165 -1.715 0.050 -0.040 -0.067
H 5.069 -1.747 -0.684 0.074 -0.020 -0.062
H 5.738 -0.157 1.081 0.085 -0.002 -0.023
H 4.096 0.562 2.773 -0.023 0.057 0.086
H 1.792 -0.267 2.705 -0.042 0.035 0.059
H -1.483 -1.057 0.200 0.155 -0.076 0.060
H -2.104 -0.122 2.915 -0.088 -0.037 -0.094
H -3.367 -0.851 1.917 0.035 0.081 0.092
H -3.147 1.772 2.017 -0.013 -0.131 -0.065
H -0.310 1.291 2.424 0.025 -0.149 0.155
H 1.739 2.217 1.577 0.132 -0.009 0.039
H 3.464 3.391 0.811 0.100 -0.071 0.049
H 4.178 3.313 -0.799 -0.019 0.018 0.007
H 3.405 1.875 -0.113 0.029 0.005 0.024
H 1.396 4.715 -2.237 0.010 0.007 -0.100
H 3.128 4.406 -2.274 -0.036 -0.008 0.007
H 2.007 3.177 -2.890 -0.030 0.025 -0.052
H -0.307 3.423 -1.996 0.045 0.048 -0.094
H -2.355 2.498 -1.111 -0.087 -0.026 -0.062
H -5.838 1.163 -0.086 -0.089 -0.020 0.023
H -5.269 1.865 1.432 -0.057 0.016 0.044
H -5.382 0.099 1.258 -0.025 -0.023 0.013
H -4.304 0.264 -1.630 0.033 -0.091 -0.048
H -2.594 0.128 -1.212 0.056 -0.053 -0.101
H -3.792 -0.963 -0.458 0.025 -0.073 0.019

2.
66
Properties=species:S:1:pos:R:3:forces:R:3 method="wB97M-V/def2-TZVPD" relative_energy_kcal_mol=12.0 e_homo_ev=-8.31 gap_ev=6.774 e_tot_ev=-59045.595 charge=0
Pd -0.427 0.159 -1.143 0.126 0.049 -0.057
O 3.316 1.751 -0.866 -0.115 -0.140 0.406
C 2.135 1.485 -1.019 0.111 0.217 -1.119
O 1.618 0.317 -1.140 0.115 -0.060 0.383
C 1.195 2.664 -1.301 0.089 0.003 0.429
C 1.698 3.957 -1.339 0.195 -0.064 0.086
C 0.838 5.005 -1.591 0.083 0.200 -0.016
C -0.502 4.736 -1.815 -0.169 -0.204 -0.058
C -0.924 3.416 -1.760 -0.014 0.052 0.030
N -0.096 2.404 -1.490 -0.199 0.163 -0.130
H 2.756 4.093 -1.164 -0.001 -0.007 -0.011
H 1.205 6.024 -1.621 0.005 -0.020 -0.009
H -1.206 5.524 -2.043 -0.025 -0.017 0.033
H -1.965 3.158 -1.919 0.031 -0.013 -0.006
I -2.933 0.513 -0.766 -0.069 -0.129 0.169
I -4.539 -0.392 -2.706 -0.059 0.073 -0.028
C 1.697 -2.389 -0.473 0.160 0.005 0.105
Si -0.114 -2.137 -0.873 -0.056 -0.016 -0.124
C -0.383 -2.895 -2.615 0.036 -0.155 -0.111
C 0.062 -1.878 -3.673 0.141 0.117 -0.020
C 0.495 -4.146 -2.805 0.006 0.036 0.020
C -1.837 -3.260 -2.898 -0.028 -0.159 0.021
C -1.070 -2.992 0.554 0.019 -0.135 0.145
C -2.600 -2.919 0.543 -0.037 0.090 0.054
C -0.691 -4.487 0.571 -0.035 0.001 0.006
C -0.586 -2.361 1.867 0.087 0.096 0.033
H 1.890 -3.445 -0.269 0.028 0.024 -0.005
H 2.010 -1.801 0.391 -0.012 -0.022 -0.048
H 2.325 -2.074 -1.306 -0.020 -0.002 0.017
H 1.076 -1.509 -3.486 -0.036 -0.003 -0.022
H -0.602 -1.012 -3.720 -0.032 0.015 0.059
H 0.053 -2.355 -4.660 0.012 0.011 -0.010
H 1.556 -3.910 -2.698 -0.021 -0.008 -0.011
H 0.347 -4.539 -3.817 -0.017 0.009 -0.002
H 0.262 -4.953 -2.108 -0.052 0.033 0.062
H -2.503 -2.409 -2.759 0.007 -0.007 0.013
H -2.188 -4.074 -2.261 -0.010 -0.012 0.015
H -1.942 -3.593 -3.938 -0.001 0.016 0.002
H -3.039 -3.151 -0.425 -0.035 -0.027 -0.099
H -2.962 -1.938 0.853 0.040 0.008 -0.038
H -2.994 -3.643 1.264 -0.017 0.012 0.004
H -1.122 -5.021 -0.277 0.008 -0.011 -0.047
H -1.098 -4.947 1.479 -0.008 0.021 -0.005
H 0.386 -4.665 0.577 -0.035 0.052 -0.027
H -0.796 -1.286 1.894 -0.001 -0.024 -0.008
H 0.488 -2.500 2.013 -0.023 0.001 -0.002
H -1.097 -2.829 2.715 -0.026 -0.010 0.005
O -1.357 1.367 1.418 -0.210 0.222 0.028
C -0.797 2.141 2.193 0.094 -0.268 -0.043
C -0.436 1.715 3.593 -0.112 0.073 0.084
C 1.083 1.477 3.768 0.010 -0.071 0.111
C 1.965 2.128 2.706 -0.043 0.018 -0.148
C 1.909 3.655 2.669 -0.031 -0.023 -0.058
C 0.475 4.206 2.637 0.028 0.052 -0.144
N -0.437 3.396 1.841 -0.018 -0.115 -0.087
H -1.002 0.809 3.797 0.031 -0.024 0.008
H -0.791 2.480 4.286 0.026 -0.006 0.032
H 1.264 0.401 3.742 0.003 0.004 -0.009
H 1.375 1.817 4.765 0.050 -0.004 -0.031
H 1.686 1.730 1.723 -0.008 0.039 0.059
H 2.999 1.811 2.843 0.024 0.021 0.060
H 2.455 3.998 1.788 0.019 0.005 -0.045
H 2.419 4.079 3.538 -0.013 -0.014 0.018
H 0.452 5.213 2.219 0.061 -0.014 0.026
H 0.078 4.290 3.646 -0.045 -0.034 0.055
H -0.532 3.595 0.855 -0.016 0.083 0.000

3.
60
Properties=species:S:1:pos:R:3:forces:R:3 method="wB97M-V/def2-TZVPD" relative_energy_kcal_mol=52.3 e_homo_ev=-8.56 gap_ev=9.062 smiles="COCC(=O)N1CCC(Oc2ccc(C(=O)N(C)C3CCCCC3)cc2)CC1" e_tot_ev=-34504.042 charge=0
C -7.076 -2.218 1.055 -0.090 -0.040 -0.037
O -6.000 -1.600 1.720 0.194 0.082 0.094
C -6.153 -0.204 1.833 -0.134 0.036 0.172
C -6.076 0.560 0.507 -0.170 -0.207 0.250
O -6.932 1.375 0.212 -0.252 0.211 0.113
N -5.032 0.283 -0.301 0.151 0.091 -0.199
C -3.949 -0.630 0.010 0.234 -0.418 0.110
C -2.671 -0.211 -0.720 0.070 0.368 0.148
C -2.552 1.318 -0.709 -0.321 -0.343 0.019
O -1.342 1.755 -1.298 0.198 0.139 -0.060
C -0.178 1.718 -0.593 0.239 0.023 -0.025
C 0.945 2.188 -1.278 -0.205 -0.059 -0.010
C 2.182 2.206 -0.672 -0.029 -0.102 0.155
C 2.334 1.749 0.634 -0.221 0.214 0.116
C 3.659 1.843 1.330 -0.094 -0.035 -0.049
O 3.913 2.782 2.062 -0.087 0.259 0.172
N 4.539 0.839 1.096 0.086 -0.053 0.021
C 5.839 0.914 1.727 0.082 0.173 0.144
C 4.240 -0.300 0.248 0.149 -0.233 -0.185
C 5.011 -0.256 -1.077 -0.382 -0.029 -0.009
C 4.551 -1.400 -1.975 0.327 -0.068 0.033
C 4.766 -2.743 -1.282 -0.329 0.016 -0.076
C 4.035 -2.780 0.057 0.322 -0.059 0.033
C 4.501 -1.634 0.951 -0.371 0.075 -0.122
C 1.216 1.301 1.320 0.315 0.070 -0.117
C -0.030 1.273 0.716 -0.333 -0.018 -0.096
C -3.696 1.922 -1.539 0.086 -0.121 0.178
C -4.905 0.981 -1.564 -0.143 0.310 -0.225
H -8.019 -2.046 1.586 0.011 -0.013 -0.026
H -7.182 -1.849 0.028 -0.011 -0.027 -0.018
H -6.856 -3.284 1.039 -0.077 0.009 -0.052
H -7.122 0.048 2.287 0.164 0.036 -0.120
H -5.356 0.140 2.499 -0.077 0.022 -0.044
H -4.223 -1.652 -0.276 0.091 0.067 0.122
H -3.775 -0.626 1.088 0.015 -0.058 -0.082
H -1.809 -0.666 -0.232 -0.023 -0.046 -0.032
H -2.678 -0.548 -1.758 0.020 -0.012 -0.030
H -2.618 1.680 0.326 0.043 -0.015 -0.106
H 0.815 2.542 -2.289 -0.017 0.051 -0.122
H 3.039 2.583 -1.210 0.090 0.045 -0.078
H 6.632 0.768 0.993 0.037 -0.050 0.000
H 5.931 1.906 2.166 0.068 -0.129 -0.031
H 5.936 0.170 2.520 0.053 -0.002 -0.013
H 3.171 -0.246 0.015 0.198 -0.086 0.019
H 4.837 0.703 -1.569 0.048 0.067 0.021
H 6.082 -0.353 -0.890 0.092 0.053 0.019
H 3.490 -1.274 -2.204 -0.063 0.010 -0.069
H 5.102 -1.375 -2.917 -0.078 0.020 -0.059
H 4.408 -3.552 -1.922 0.078 -0.051 -0.014
H 5.834 -2.897 -1.115 0.078 -0.050 -0.015
H 2.960 -2.694 -0.113 -0.079 -0.041 0.014
H 4.220 -3.734 0.554 -0.091 -0.021 0.012
H 3.967 -1.657 1.904 0.053 0.032 0.076
H 5.567 -1.749 1.152 0.083 0.012 0.079
H 1.318 0.963 2.341 -0.002 -0.021 0.110
H -0.872 0.912 1.286 -0.106 -0.035 0.006
H -3.977 2.888 -1.122 -0.010 0.038 -0.038
H -3.332 2.084 -2.554 0.016 0.017 -0.016
H -4.805 0.241 -2.363 -0.026 0.051 0.005
H -5.826 1.545 -1.720 0.136 -0.155 -0.066

4.
18
Properties=species:S:1:pos:R:3:forces:R:3 method="wB97M-V/def2-TZVPD" relative_energy_kcal_mol=24.9 e_homo_ev=-8.03 gap_ev=8.386 smiles=CSC.O.O.O e_tot_ev=-19245.657 charge=0
C -1.173 0.943 0.530 1.267 -1.068 -0.002
S -0.253 2.402 -0.100 0.217 0.493 0.948
C -0.138 2.114 -1.893 0.082 -0.177 0.669
H -0.530 0.094 0.193 -1.122 0.700 0.449
H -2.180 0.801 0.124 0.198 0.306 0.022
H -1.191 0.876 1.659 0.073 0.639 -1.392
H 0.415 2.951 -2.383 -0.934 -0.462 0.500
H 0.393 1.196 -2.122 0.033 -0.216 0.046
H -1.190 1.990 -2.107 -0.027 0.253 -1.158
O -0.259 -1.555 -0.996 -3.395 0.150 -2.282
H 0.449 -1.569 -0.428 3.161 -0.179 2.105
H -0.098 -2.243 -1.629 0.087 -0.453 -0.442
O -0.038 -1.283 2.277 -1.481 -1.018 -3.500
H 0.296 -1.413 3.102 1.552 -0.133 4.055
H -0.173 -2.218 1.999 -0.196 0.953 -0.166
O 1.968 -1.384 0.479 0.359 -1.863 -0.097
H 1.418 -1.103 1.195 -0.746 0.352 1.177
H 2.282 -0.598 0.100 0.872 1.725 -0.932

5.
91
Properties=species:S:1:pos:R:3:forces:R:3 method="wB97M-V/def2-TZVPD" relative_energy_kcal_mol=0.0 e_homo_ev="-2.43 / -2.55" gap_ev="4.624 / 4.757" e_tot_ev=-103042.131 charge=-1
Ga 1.027 0.046 -0.074 -1.077 0.001 1.560
N 1.348 0.464 4.330 -0.437 -0.736 0.954
N 2.846 2.416 0.366 -1.122 -0.823 -0.066
C -1.990 0.147 -1.670 0.376 -0.406 1.083
C -2.113 1.049 -0.561 0.326 -1.448 0.470
C -2.521 0.286 0.573 0.665 -0.737 -1.383
C -2.786 0.807 1.925 -0.129 0.276 0.563
H -3.146 1.847 1.869 0.087 -0.193 0.179
H -1.884 0.784 2.556 -0.220 0.078 0.123
H -3.569 0.207 2.417 0.179 0.214 0.042
C -2.557 -1.086 0.186 -0.238 1.592 -1.032
C -2.753 -2.239 1.070 -0.230 -0.928 0.640
H -3.189 -1.932 2.042 0.110 -0.226 -0.397
H -1.790 -2.751 1.293 -0.642 0.190 -0.134
H -3.434 -2.975 0.604 0.130 0.054 0.260
C -2.310 -1.159 -1.208 0.360 0.843 0.848
C -2.359 -2.406 -2.004 0.023 -0.367 -0.115
H -1.574 -3.117 -1.706 -0.086 -0.037 -0.130
H -2.252 -2.204 -3.074 0.011 -0.081 0.041
H -3.326 -2.907 -1.852 0.106 -0.122 -0.142
C -1.862 2.503 -0.579 -0.302 0.782 0.111
H -2.808 3.066 -0.507 0.187 0.144 0.022
H -1.380 2.821 -1.507 -0.022 -0.035 0.036
H -1.223 2.833 0.255 -0.111 0.023 -0.126
C -1.610 0.511 -3.051 -0.132 0.104 -0.692
H -0.990 -0.266 -3.518 -0.081 0.164 0.005
H -1.043 1.448 -3.089 -0.055 -0.156 -0.031
H -2.497 0.647 -3.693 0.137 0.022 -0.083
C 2.012 -0.070 5.351 2.169 -0.842 -0.628
H 1.606 -0.064 6.389 0.098 0.387 -1.016
C 3.291 -0.730 5.154 -1.890 0.498 0.509
H 3.716 -1.246 5.992 0.364 -0.080 0.331
C 3.886 -0.735 3.897 1.082 0.122 0.202
H 4.947 -1.118 3.740 -1.585 0.496 0.207
C 3.159 -0.175 2.874 -1.001 0.261 -1.760
H 3.534 -0.007 1.839 -0.092 -0.495 0.908
C 1.798 0.240 3.076 -0.303 0.003 -0.538
C 0.775 0.333 2.006 1.319 3.791 -1.224
H 0.201 1.382 2.013 0.687 -2.409 0.624
C 2.202 1.642 -0.508 1.971 2.118 -2.083
C 3.423 3.455 -0.283 0.408 1.069 -1.227
H 3.894 4.298 0.231 -0.037 -0.563 -0.009
C 3.245 3.398 -1.652 -0.796 -2.375 1.367
H 3.503 4.053 -2.453 0.335 0.023 -0.159
N 2.530 2.193 -1.858 -0.816 -0.059 2.368
C 1.905 1.797 -3.066 -0.299 -0.031 -1.680
C 1.237 2.802 -3.823 0.390 -0.316 0.550
C 0.874 2.541 -5.143 -0.056 -0.354 0.475
H 0.417 3.339 -5.732 -0.025 -0.232 0.166
C 1.028 1.270 -5.710 0.765 0.117 1.870
C 0.580 1.033 -7.067 -0.365 -0.277 -2.007
H 0.203 0.014 -7.209 0.005 0.196 0.025
H 1.402 1.171 -7.787 -0.143 -0.060 0.073
H -0.205 1.742 -7.359 0.079 -0.213 0.043
C 1.605 0.241 -4.945 -0.285 1.132 0.646
H 1.752 -0.745 -5.379 -0.153 0.048 0.118
C 2.006 0.483 -3.618 0.459 0.265 0.751
C 2.564 -0.663 -2.769 0.250 0.182 -0.299
H 3.150 -0.277 -1.904 -0.398 -0.372 -0.711
H 3.207 -1.295 -3.396 0.023 0.124 0.133
H 1.758 -1.326 -2.392 0.289 0.522 -0.129
C 0.869 4.115 -3.157 0.070 0.375 -0.107
H 1.750 4.702 -2.845 -0.679 -0.282 -0.062
H 0.198 3.981 -2.284 0.601 -0.114 -0.382
H 0.328 4.738 -3.864 -0.163 0.042 -0.186
C 0.644 -5.445 5.078 0.140 -0.295 -0.245
N 1.082 -4.482 4.080 0.687 -1.243 0.986
N 0.408 -3.318 3.927 -1.089 1.323 0.075
C 0.644 -2.814 2.643 -1.109 1.688 -0.791
O 0.020 -1.852 2.155 1.036 -2.102 0.941
C 1.655 -3.675 2.086 -0.317 -0.375 0.018
C 1.790 -4.736 2.938 -0.258 0.835 0.007
C 2.524 -6.004 2.737 0.445 -0.245 -0.228
C -0.272 -2.645 4.991 -0.070 0.037 -0.051
C 0.204 -2.702 6.303 -0.029 0.071 0.270
C -0.495 -2.061 7.337 -0.080 0.016 -0.680
C -1.640 -1.310 7.036 0.176 -0.122 0.261
C -2.093 -1.210 5.719 0.478 -0.224 -0.078
C -1.411 -1.883 4.697 -0.138 0.013 0.074
H 1.061 -6.411 4.781 -0.156 0.096 0.098
H -0.456 -5.526 5.125 0.429 0.134 -0.089
H 1.036 -5.200 6.073 -0.213 -0.093 -0.253
H 2.094 -3.502 1.114 -0.037 -0.238 0.152
H 3.186 -6.229 3.589 -0.260 -0.045 -0.346
H 1.839 -6.851 2.551 0.299 0.307 0.163
H 3.136 -5.857 1.836 -0.100 -0.271 0.319
H 1.146 -3.212 6.507 -0.294 0.186 0.024
H -0.124 -2.126 8.360 -0.097 0.050 -0.276
H -2.163 -0.791 7.846 0.146 -0.180 -0.340
H -2.968 -0.595 5.487 0.351 -0.274 -0.011
H -1.722 -1.815 3.659 -0.031 0.058 0.237